No. 1
The following is a DFT calculation (ωB97M-V with the def2-TZVPD basis set) of C24H24AsF3N3O3STl as an isolated structure.

Results
Kohn-Sham gap (eV): 5.6
Highest occupied orbital energy (eV): -14.205
Energy relative to the best compared isomer or geometry (same formula, charge and spin) (kcal per mole): 36.4
Charge: +2

Atoms and positions in Å:
Tl  -1.327  -2.606  1.537
O  2.240  -0.325  1.086
S  1.622  -0.858  -0.093
O  0.901  -2.107  -0.001
N  0.488  0.224  -0.737
C  0.202  1.293  -0.138
C  0.587  2.012  1.142
C  1.127  3.336  0.594
C  -0.540  4.721  0.153
C  -1.822  4.092  0.484
C  -3.064  4.693  0.624
C  -4.134  3.838  0.643
C  -3.969  2.390  0.559
N  -2.835  1.805  0.547
C  -1.664  2.621  0.541
C  2.783  -0.938  -1.393
C  3.937  -0.172  -1.301
C  4.846  -0.212  -2.345
C  4.590  -1.005  -3.456
C  3.432  -1.769  -3.531
C  2.514  -1.740  -2.496
H  1.204  1.488  1.859
H  2.204  3.350  0.451
H  -0.623  5.723  -0.260
H  -3.183  5.768  0.650
H  -5.145  4.225  0.707
H  -4.868  1.783  0.546
H  4.131  0.418  -0.415
H  5.759  0.364  -2.287
H  5.303  -1.033  -4.269
H  3.249  -2.392  -4.396
H  1.612  -2.335  -2.531
F  1.868  6.043  0.095
C  1.459  5.755  1.342
F  0.850  6.839  1.835
F  2.537  5.497  2.083
C  0.523  4.562  1.341
C  -0.057  4.277  2.687
C  -0.744  3.147  2.807
N  -0.771  2.239  1.692
C  -0.723  2.354  -0.689
C  0.202  3.602  -0.632
H  0.050  4.982  3.500
H  -1.257  2.829  3.705
H  -1.228  2.135  -1.624
H  0.665  3.876  -1.574
C  -1.045  -7.227  1.704
As  -1.665  -6.250  0.178
C  -3.389  -6.919  -0.309
C  -0.456  -6.564  -1.271
O  -1.758  -4.608  0.512
H  -1.186  -8.294  1.536
H  -1.617  -6.918  2.577
H  0.011  -7.022  1.864
H  -3.297  -7.952  -0.641
H  -3.791  -6.307  -1.114
H  -4.051  -6.867  0.552
H  -0.490  -7.614  -1.556
H  0.553  -6.302  -0.958
H  -0.750  -5.943  -2.115


No. 2
The following is a DFT calculation (ωB97M-V with the def2-TZVPD basis set) of C24H24BeN4OS as an isolated structure.

Results
Kohn-Sham gap (eV): 7.8
Highest occupied orbital energy (eV): -8.359
Charge: 0

Atoms and positions in Å:
Be  -0.438  0.127  -1.238
C  4.557  0.715  -1.871
C  4.153  -0.650  -1.335
N  3.322  -0.568  -0.133
C  4.011  -0.300  1.137
C  3.953  1.156  1.580
C  1.993  -0.746  -0.148
S  1.187  -1.184  -1.620
N  1.398  -0.664  1.051
C  0.125  -0.388  1.228
O  -0.693  0.041  0.354
C  -0.408  -0.537  2.612
C  -1.783  -0.498  2.824
C  -2.293  -0.621  4.107
C  -1.430  -0.771  5.186
C  -0.058  -0.807  4.977
C  0.452  -0.694  3.693
H  5.147  0.589  -2.780
H  5.160  1.274  -1.154
H  3.669  1.302  -2.116
H  5.037  -1.240  -1.087
H  3.600  -1.186  -2.095
H  5.043  -0.626  1.010
H  3.547  -0.919  1.900
H  4.461  1.820  0.880
H  4.436  1.260  2.554
H  2.916  1.478  1.677
H  -2.441  -0.373  1.974
H  -3.363  -0.596  4.268
H  -1.826  -0.856  6.190
H  0.616  -0.923  5.817
H  1.519  -0.722  3.516
C  -4.319  -3.733  -1.676
C  -2.937  -3.741  -1.594
C  -2.229  -2.550  -1.657
C  -2.908  -1.351  -1.803
C  -4.297  -1.333  -1.887
C  -4.996  -2.524  -1.825
N  -2.100  -0.178  -1.841
N  -2.684  0.906  -2.027
C  -1.818  2.022  -2.006
C  -2.403  3.273  -2.202
C  -1.588  4.389  -2.171
C  -0.221  4.225  -1.953
C  0.332  2.961  -1.756
C  -0.446  1.809  -1.774
H  -4.873  -4.662  -1.621
H  -2.405  -4.677  -1.477
H  -1.147  -2.545  -1.587
H  -4.808  -0.386  -2.001
H  -6.076  -2.511  -1.891
H  -3.474  3.349  -2.361
H  -2.003  5.378  -2.317
H  0.422  5.099  -1.935
H  1.405  2.887  -1.593


No. 3
The following is a DFT calculation (ωB97M-V with the def2-TZVPD basis set) of C24H24Br33ClINO8P2 as an isolated structure at a distorted geometry.

Results
Kohn-Sham gap (eV): 8.0
Highest occupied orbital energy (eV): -9.405
Energy relative to the best compared isomer or geometry (same formula, charge and spin) (kcal per mole): 107.5
Charge: 0

Atoms and positions in Å:
C  1.190  -7.292  -7.046
C  0.512  -6.244  -6.015
O  -0.306  -5.437  -6.538
O  0.867  -6.227  -4.639
C  -0.297  -6.327  -3.774
C  -0.408  -5.088  -2.745
C  0.994  -4.853  -1.944
C  1.666  -3.565  -2.661
C  2.895  -3.814  -3.609
C  3.477  -2.564  -4.301
C  2.866  -1.147  -4.066
C  1.676  -0.882  -3.126
P  1.058  0.896  -2.959
O  -0.650  0.966  -2.957
Cl  1.639  1.480  -1.002
C  1.068  -2.136  -2.405
I  -0.617  -1.901  -1.034
C  3.733  -0.189  -4.999
O  4.016  1.013  -4.909
N  4.217  -1.119  -6.047
P  3.036  -1.688  -7.231
O  3.369  -1.134  -8.617
O  3.073  -3.395  -7.372
O  1.430  -1.266  -6.881
C  4.667  -2.369  -5.344
O  5.716  -2.993  -5.548
H  1.056  -6.970  -8.131
H  0.820  -8.361  -6.875
H  2.320  -7.252  -6.833
H  -0.261  -7.275  -3.116
H  -1.243  -6.414  -4.408
H  -0.608  -4.153  -3.390
H  -1.306  -5.196  -2.052
H  1.720  -5.711  -2.126
H  0.785  -4.628  -0.848
H  3.354  -4.848  -3.799
H  -0.977  0.967  -2.028
H  2.566  -3.818  -6.641
H  1.342  -0.319  -6.628
C  -1.330  -1.542  3.514
Br  -0.244  0.053  3.692
Br  -2.568  -1.408  2.026
Br  -0.245  -3.146  3.407
H  -1.929  -1.622  4.420
C  -2.694  2.302  6.582
Br  -1.142  3.442  6.363
Br  -3.790  2.253  4.983
Br  -2.192  0.524  7.171
H  -3.303  2.740  7.372
C  -6.548  -1.984  0.209
Br  -4.769  -1.419  -0.321
Br  -7.804  -0.507  0.203
Br  -7.179  -3.473  -0.861
H  -6.476  -2.338  1.236
C  -10.646  2.890  0.868
Br  -8.865  3.450  0.338
Br  -11.899  4.370  0.863
Br  -11.281  1.403  -0.202
H  -10.575  2.537  1.895
C  1.665  1.603  9.483
Br  -0.188  2.018  9.876
Br  1.870  0.837  7.712
Br  2.818  3.142  9.740
H  1.981  0.845  10.197
C  -8.339  7.182  -1.335
Br  -10.176  7.474  -0.787
Br  -8.104  7.451  -3.242
Br  -7.099  8.252  -0.297
H  -8.108  6.138  -1.130
C  -3.883  6.919  7.291
Br  -5.202  5.497  7.346
Br  -2.515  6.684  8.644
Br  -3.120  7.123  5.520
H  -4.404  7.846  7.523
C  5.785  6.149  8.085
Br  4.815  6.589  9.706
Br  7.067  4.724  8.378
Br  4.586  5.748  6.614
H  6.351  7.034  7.802
C  1.358  7.965  7.057
Br  -0.067  8.924  6.158
Br  1.856  8.808  8.731
Br  0.919  6.092  7.297
H  2.231  8.007  6.407
C  6.886  1.739  -2.356
Br  5.033  2.001  -1.842
Br  7.164  2.041  -4.251
Br  8.090  2.808  -1.273
H  7.126  0.695  -2.162
C  5.762  -7.208  -3.921
Br  3.908  -6.780  -3.536
Br  5.970  -7.971  -5.691
Br  6.922  -5.678  -3.652
H  6.067  -7.970  -3.206


No. 4
The following is a DFT calculation (ωB97M-V with the def2-TZVPD basis set) of C24H24Cl2GaNO12PS as an isolated structure at a distorted geometry.

Results
Kohn-Sham gap (eV): 3.9
Highest occupied orbital energy (eV): -4.487
Charge: -1

Atoms and positions in Å:
C  -2.131  -5.975  4.919
C  -1.345  -7.324  4.656
C  -2.258  -8.576  4.243
N  -0.073  -7.527  4.775
Ga  1.003  -5.997  4.250
P  3.174  -6.149  5.142
S  3.554  -8.045  5.569
C  0.931  -5.698  2.217
Cl  -0.493  -4.713  1.586
C  1.822  -6.179  1.268
C  3.052  -7.060  1.698
Cl  1.586  -5.854  -0.501
H  -3.225  -6.112  4.623
H  -2.150  -5.707  6.024
H  -1.759  -5.102  4.299
H  -2.708  -8.408  3.221
H  -3.073  -8.663  5.033
H  -1.635  -9.511  4.294
H  0.336  -4.682  4.928
H  3.141  -5.434  6.401
H  4.210  -5.633  4.301
H  3.147  -7.880  0.911
H  2.926  -7.579  2.689
H  4.005  -6.448  1.622
C  0.106  -0.526  -1.933
C  -0.617  0.109  -2.859
C  -2.077  -0.185  -3.047
O  -2.736  0.419  -3.890
C  -2.678  -1.216  -2.199
C  -1.951  -1.853  -1.276
C  -0.506  -1.540  -1.070
O  0.119  -2.125  -0.210
O  -2.501  -2.807  -0.492
O  -0.051  1.042  -3.660
H  1.158  -0.323  -1.786
H  -3.725  -1.433  -2.356
H  -1.784  -3.120  0.095
H  -0.767  1.361  -4.239
C  -1.353  4.856  -4.123
C  -2.320  3.956  -3.929
C  -3.616  4.330  -3.291
O  -4.480  3.486  -3.150
C  -3.790  5.717  -2.853
C  -2.822  6.615  -3.043
C  -1.538  6.247  -3.706
O  -0.685  7.102  -3.877
O  -2.963  7.901  -2.643
O  -2.168  2.663  -4.305
H  -0.409  4.599  -4.586
H  -4.727  5.972  -2.376
H  -2.130  8.344  -2.893
H  -3.002  2.215  -4.062
C  4.115  7.255  0.139
C  2.966  7.884  0.397
C  1.763  7.694  -0.464
O  0.728  8.272  -0.185
C  1.883  6.811  -1.626
C  3.032  6.183  -1.886
C  4.227  6.353  -1.010
O  5.252  5.749  -1.270
O  3.163  5.366  -2.956
O  2.842  8.724  1.452
H  4.993  7.383  0.757
H  1.009  6.695  -2.253
H  4.081  5.037  -2.921
H  1.922  9.046  1.419


Copy entry 1 word for word.
The following is a DFT calculation (ωB97M-V with the def2-TZVPD basis set) of C24H24AsF3N3O3STl as an isolated structure.

Results
Kohn-Sham gap (eV): 5.6
Highest occupied orbital energy (eV): -14.205
Energy relative to the best compared isomer or geometry (same formula, charge and spin) (kcal per mole): 36.4
Charge: +2

Atoms and positions in Å:
Tl  -1.327  -2.606  1.537
O  2.240  -0.325  1.086
S  1.622  -0.858  -0.093
O  0.901  -2.107  -0.001
N  0.488  0.224  -0.737
C  0.202  1.293  -0.138
C  0.587  2.012  1.142
C  1.127  3.336  0.594
C  -0.540  4.721  0.153
C  -1.822  4.092  0.484
C  -3.064  4.693  0.624
C  -4.134  3.838  0.643
C  -3.969  2.390  0.559
N  -2.835  1.805  0.547
C  -1.664  2.621  0.541
C  2.783  -0.938  -1.393
C  3.937  -0.172  -1.301
C  4.846  -0.212  -2.345
C  4.590  -1.005  -3.456
C  3.432  -1.769  -3.531
C  2.514  -1.740  -2.496
H  1.204  1.488  1.859
H  2.204  3.350  0.451
H  -0.623  5.723  -0.260
H  -3.183  5.768  0.650
H  -5.145  4.225  0.707
H  -4.868  1.783  0.546
H  4.131  0.418  -0.415
H  5.759  0.364  -2.287
H  5.303  -1.033  -4.269
H  3.249  -2.392  -4.396
H  1.612  -2.335  -2.531
F  1.868  6.043  0.095
C  1.459  5.755  1.342
F  0.850  6.839  1.835
F  2.537  5.497  2.083
C  0.523  4.562  1.341
C  -0.057  4.277  2.687
C  -0.744  3.147  2.807
N  -0.771  2.239  1.692
C  -0.723  2.354  -0.689
C  0.202  3.602  -0.632
H  0.050  4.982  3.500
H  -1.257  2.829  3.705
H  -1.228  2.135  -1.624
H  0.665  3.876  -1.574
C  -1.045  -7.227  1.704
As  -1.665  -6.250  0.178
C  -3.389  -6.919  -0.309
C  -0.456  -6.564  -1.271
O  -1.758  -4.608  0.512
H  -1.186  -8.294  1.536
H  -1.617  -6.918  2.577
H  0.011  -7.022  1.864
H  -3.297  -7.952  -0.641
H  -3.791  -6.307  -1.114
H  -4.051  -6.867  0.552
H  -0.490  -7.614  -1.556
H  0.553  -6.302  -0.958
H  -0.750  -5.943  -2.115


> Number 4 is which compound?

C24H24Cl2GaNO12PS